No. 1
This record from the Open Molecules 2025 dataset describes a cluster of 2 separate species, C4H10N in total in a non-equilibrium geometry. The level of theory is ωB97M-V with the def2-TZVPD basis set.

XYZ file:
```
15
Properties=species:S:1:pos:R:3
C -2.763 -0.595 0.159
C -0.147 -0.171 0.070
C 1.007 -0.606 0.552
C -0.395 1.009 -0.884
N 2.471 -0.137 0.414
H -3.061 0.446 0.187
H -2.745 -1.361 0.972
H -2.588 -1.106 -0.729
H 1.075 -1.491 1.101
H -1.443 0.979 -1.469
H 0.464 1.058 -1.487
H -0.510 1.856 -0.189
H 3.107 -0.904 0.551
H 2.782 0.604 1.152
H 2.745 0.419 -0.401
```

## Properties
* LUMO energy (alpha / beta): -0.1844 / -0.1460 hartree
* charge: +1
* gap between HOMO and LUMO (alpha / beta): 7.6 / 9.5 eV
* HOMO level (alpha / beta): -12.65 / -13.51 eV

***

No. 2
This record from the Open Molecules 2025 dataset describes a cluster of 2 separate species, C4H10N2 in total in a non-equilibrium geometry. The level of theory is ωB97M-V with the def2-TZVPD basis set.

XYZ file:
```
16
Properties=species:S:1:pos:R:3
C -1.475 -0.899 0.163
C -2.448 -0.032 -0.160
N -2.274 1.330 0.278
H -0.470 -0.661 0.578
H -1.547 -1.955 -0.018
H -3.423 -0.277 -0.519
H -1.343 1.531 0.627
H -2.359 2.068 -0.419
C 1.855 -1.078 -0.900
C 1.972 -0.486 0.292
N 2.336 0.863 0.405
H 1.889 -0.483 -1.801
H 1.686 -2.131 -0.991
H 1.651 -0.978 1.252
H 2.325 1.322 -0.493
H 1.860 1.411 1.131
```

## Properties
* LUMO energy (alpha / beta): 0.1509 / 0.1561 hartree
* charge: -1
* gap between HOMO and LUMO (alpha / beta): 2.4 / 8.6 eV
* HOMO level (alpha / beta): 1.73 / -4.38 eV
* multiplicity: 2

***

No. 3
This record from the Open Molecules 2025 dataset describes the molecule C4H10N2 in a non-equilibrium geometry. The level of theory is ωB97M-V with the def2-TZVPD basis set.

XYZ file:
```
16
Properties=species:S:1:pos:R:3
C 0.022 -0.266 -0.641
C -0.884 -1.388 -0.138
C -0.790 0.943 -1.110
C 1.025 0.151 0.411
N 0.517 0.450 1.643
N 2.246 0.168 0.090
H 0.614 -0.635 -1.483
H 1.137 0.826 2.343
H -0.470 0.574 1.787
H 2.877 0.466 0.832
H -1.460 1.293 -0.326
H -0.277 -2.222 0.227
H -1.525 -1.047 0.677
H -1.522 -1.748 -0.951
H -1.388 0.681 -1.979
H -0.122 1.754 -1.383
```

## Properties
* LUMO energy: 0.0346 hartree
* gap between HOMO and LUMO: 10.1 eV
* SMILES string: [H]/N=C(\N)C(C)C
* HOMO level: -9.20 eV

***

No. 4
This record from the Open Molecules 2025 dataset describes a structure of composition C4H10N2 in a non-equilibrium geometry. The level of theory is ωB97M-V with the def2-TZVPD basis set.

XYZ file:
```
16
Properties=species:S:1:pos:R:3
C -0.367 0.070 -1.672
C -0.202 1.014 -0.474
C -0.681 0.407 0.922
C 0.782 0.691 0.591
H -0.997 -0.900 -1.251
H -1.097 0.595 -2.502
H 0.794 -0.310 -2.106
H -0.459 2.108 -0.742
H -1.297 1.159 1.454
H -1.633 -1.316 0.361
H -0.325 -1.599 1.177
H 1.270 1.481 1.194
H 0.901 -1.505 0.125
H 2.673 -0.532 1.385
N -1.061 -0.944 1.203
N 1.699 -0.419 0.337
```

## Properties
* LUMO energy: 0.0131 hartree
* gap between HOMO and LUMO: 9.3 eV
* HOMO level: -8.91 eV

***

No. 5
This record from the Open Molecules 2025 dataset describes the molecule C4H10N2 in a non-equilibrium geometry. The level of theory is ωB97M-V with the def2-TZVPD basis set.

XYZ file:
```
16
Properties=species:S:1:pos:R:3
C 0.860 2.168 1.098
C -0.267 1.134 1.069
C -0.320 0.122 -0.106
N -0.002 -2.202 -1.864
C -0.697 -2.191 -0.664
N -0.890 -1.323 0.290
H 1.753 1.598 0.817
H 0.749 3.096 0.515
H 1.060 2.342 2.137
H -0.218 0.441 2.009
H -1.295 1.604 1.103
H 0.684 0.101 -0.549
H -0.912 0.721 -0.861
H -0.252 -3.000 -2.366
H 0.490 -1.334 -2.267
H -0.743 -3.276 -0.360
```

## Properties
* LUMO energy: 0.0350 hartree
* gap between HOMO and LUMO: 10.1 eV
* SMILES string: CCC/N=C\N
* HOMO level: -9.18 eV

***

No. 6
This record from the Open Molecules 2025 dataset describes a cluster of 2 separate species, C4H10N2 in total in a non-equilibrium geometry. The level of theory is ωB97M-V with the def2-TZVPD basis set.

XYZ file:
```
16
Properties=species:S:1:pos:R:3
C -1.915 0.375 -1.906
C -2.903 0.911 -1.199
N -3.090 0.715 0.171
H -1.209 -0.314 -1.462
H -1.819 0.666 -2.940
H -3.670 1.550 -1.603
H -2.548 -0.029 0.580
H -4.038 0.742 0.504
C 2.054 -0.684 1.911
C 3.203 -0.359 -0.086
N 2.790 -1.183 0.764
H 1.013 -0.477 1.642
H 2.483 0.232 2.320
H 2.007 -1.449 2.687
H 3.732 -0.764 -0.939
H 3.092 0.731 -0.037
```

## Properties
* LUMO energy: 0.0350 hartree
* gap between HOMO and LUMO: 9.3 eV
* SMILES string: C=CN.C=NC
* HOMO level: -8.34 eV

***

In a.u., the total energy values for the records above are, in order, -212.699959, -267.784737, -267.925328, -267.694955, -267.856004, -267.852599.